A single C6H10O molecule, computed with ωB97M-V/def2-TZVPD.

```
17
Properties=species:S:1:pos:R:3:forces:R:3
C 0.383257 -1.120132 1.260801 0.01 0.11 -0.06
C 0.668456 0.015135 0.624333 -0.01 -0.12 0.11
C 2.083886 0.475960 0.403889 0.03 -0.03 0.01
C -0.387695 0.940516 0.049711 0.04 0.04 -0.01
C -1.647313 0.233378 -0.435614 0.04 0.02 0.08
C -1.351392 -0.748743 -1.547024 0.24 0.05 -0.19
O -0.376533 -0.688622 -2.257493 -0.42 -0.04 0.30
H -0.637063 -1.467730 1.413089 0.18 0.07 -0.06
H 1.171976 -1.759309 1.650780 -0.11 0.14 -0.03
H 2.201179 1.535495 0.663516 -0.04 -0.15 -0.01
H 2.334675 0.375834 -0.659023 -0.02 0.04 0.11
H 2.800633 -0.106406 0.988616 -0.10 0.05 -0.08
H 0.050600 1.483899 -0.794692 -0.03 -0.08 0.11
H -0.646482 1.695881 0.804420 0.02 -0.10 -0.13
H -2.177324 -0.283088 0.372892 0.07 0.03 -0.12
H -2.362523 0.964496 -0.840497 0.05 -0.11 0.03
H -2.108335 -1.546563 -1.697712 0.05 0.07 -0.05
```
Forces are in eV/Å.

Results
- HOMO: -9.35 eV
- Energy above the lowest of the compared OMol25 structures with the same formula, charge and spin: 42.7 kJ/mol
- LUMO energy: 0.0371 hartree